# 1
{
  "formula": "C4H7N",
  "method": "the ωB97M-V functional and the def2-TZVPD basis",
  "symbols": ["C", "C", "C", "C", "N", "H", "H", "H", "H", "H", "H", "H"],
  "coordinates": [[2.4516, -0.0871, -0.1620], [1.2917, -0.0254, 0.0668], [-0.1452, 0.0452, 0.3851], [-1.0176, -1.0398, -0.1868], [-0.5499, 1.3007, -0.2951], [3.5498, -0.1685, -0.2564], [-0.3490, 0.1350, 1.5121], [-1.1246, -0.7652, -1.2233], [-2.0259, -0.9035, 0.2532], [-0.5171, -2.0852, -0.1093], [-1.5105, 1.4990, -0.0871], [-0.0532, 2.0950, 0.1029]],
  "forces_ev_per_angstrom": [[3.130, -0.232, -0.198], [-1.759, -0.717, 0.904], [0.062, 1.633, 0.894], [0.549, -1.337, 0.075], [0.033, 0.448, 0.323], [-1.519, 0.166, -0.064], [0.787, -0.333, -1.314], [0.018, -0.344, -0.613], [0.553, -0.770, -0.033], [-1.336, 1.729, 0.131], [-0.707, -0.044, 0.008], [0.188, -0.201, -0.113]],
  "smiles": "C#C[C@H](C)N",
  "e_homo_ev": -9.693,
  "orbital_gap_ev": 10.7
}

# 2
{
  "formula": "C4H7N",
  "method": "the ωB97M-V functional and the def2-TZVPD basis",
  "symbols": ["C", "C", "N", "H", "H", "H", "C", "C", "H", "H", "H", "H"],
  "coordinates": [[0.1412, 1.2330, -0.7309], [-1.1091, 1.5491, -1.0740], [-2.2517, 1.0658, -1.0163], [0.6994, 1.1619, -1.6273], [0.6801, 1.7309, 0.1942], [-2.9251, 1.7693, -1.2672], [0.7292, -1.4419, 1.2645], [1.4368, -0.5491, 0.5199], [0.7869, -1.4238, 2.3403], [-0.1427, -1.9994, 0.9674], [1.3639, -0.7629, -0.6112], [2.2916, -0.1287, 1.0155]],
  "forces_ev_per_angstrom": [[1.057, 3.772, 0.886], [-0.473, -2.980, 2.368], [0.060, 1.434, -0.577], [1.299, -0.425, -0.587], [-1.451, -1.166, -2.076], [-0.916, 0.211, -0.360], [-0.027, 1.952, 0.025], [-0.775, -4.362, -0.852], [0.452, 0.013, 0.347], [0.105, -0.245, -0.798], [0.455, 1.045, 1.975], [0.212, 0.752, -0.352]],
  "smiles": "C=C=N.C=C",
  "e_homo_ev": -8.728,
  "orbital_gap_ev": 9.4
}

# 3
{
  "formula": "C4H7N",
  "method": "the ωB97M-V functional and the def2-TZVPD basis",
  "symbols": ["C", "C", "C", "C", "N", "H", "H", "H", "H", "H", "H", "H"],
  "coordinates": [[-1.1347, 0.6907, -1.0607], [1.1940, -1.7197, 0.2740], [-1.0943, 0.5039, 0.1294], [-1.1702, 0.5639, 1.5653], [1.6614, -1.4222, 1.2643], [2.1943, 0.4042, -3.0175], [-0.8676, 0.7082, -2.0688], [0.8593, -1.9643, -0.7635], [1.8494, 0.4458, -2.2767], [-0.6014, 1.4734, 2.0555], [-2.2110, 0.5764, 1.8884], [-0.6791, -0.2604, 2.0104]],
  "forces_ev_per_angstrom": [[0.541, -0.641, 1.123], [-0.676, -0.628, -3.007], [-0.223, 1.047, -0.715], [0.653, 1.959, 1.386], [0.397, 0.276, 1.331], [-0.935, 0.095, 1.991], [-0.174, 0.147, -0.987], [0.311, 0.328, 1.679], [0.930, -0.094, -1.976], [-1.244, -1.456, -1.347], [0.055, 0.084, 0.086], [0.365, -1.117, 0.436]],
  "e_homo_ev": -10.137,
  "orbital_gap_ev": 11.2
}

# 4
{
  "formula": "C4H7N",
  "method": "the ωB97M-V functional and the def2-TZVPD basis",
  "symbols": ["C", "C", "C", "C", "N", "H", "H", "H", "H", "H", "H", "H"],
  "coordinates": [[0.0806, -1.3478, -0.4753], [-0.4787, 0.3062, 0.0702], [0.9370, 0.7434, 0.3704], [-1.7536, 0.7190, 0.8251], [-2.8137, 1.2316, 1.0591], [-0.1079, -2.3558, -0.1306], [1.1408, -1.2150, -0.5880], [-0.2193, -1.3355, -1.5030], [-0.8685, 0.6514, -0.9121], [1.1333, 1.7939, 0.0939], [1.7651, 0.1819, -0.2171], [1.1848, 0.6266, 1.4073]],
  "forces_ev_per_angstrom": [[-1.385, 1.400, -0.308], [-0.133, -3.072, -2.038], [1.656, 1.931, -0.651], [-2.489, 1.436, 0.381], [4.794, -2.487, -0.690], [-0.683, 0.234, 0.932], [0.011, -0.388, 0.539], [-0.692, -0.093, -0.656], [0.897, -0.026, 0.380], [-0.313, -0.116, 0.420], [-1.736, 1.265, 1.070], [0.074, -0.084, 0.621]],
  "smiles": "CC(C)C#N",
  "e_homo_ev": -10.808,
  "orbital_gap_ev": 11.6
}

# 5
{
  "formula": "C4H7N2",
  "method": "the ωB97M-V functional and the def2-TZVPD basis",
  "symbols": ["C", "C", "C", "C", "N", "N", "H", "H", "H", "H", "H", "H", "H"],
  "coordinates": [[2.0936, 0.8000, -0.2285], [0.6804, 0.6205, 0.1954], [-0.4080, 1.2738, 0.8052], [0.0426, -1.8461, 0.0008], [2.3862, -0.3560, -0.7013], [0.7160, -0.6612, -0.0944], [2.7730, 1.6781, -0.3044], [-1.0211, 2.0130, 0.0818], [-0.1229, 1.8778, 1.6395], [-1.0967, 0.5309, 1.1713], [-0.9941, -1.6268, 0.2846], [0.5787, -2.4497, 0.8062], [-0.0087, -2.3620, -1.0918]],
  "forces_ev_per_angstrom": [[1.206, 1.251, -1.091], [1.108, -3.210, -0.772], [-2.867, 2.505, -0.946], [-1.049, -2.814, -1.177], [-2.661, 0.131, 1.583], [3.646, 3.278, -1.308], [-0.531, -0.718, 0.212], [1.522, -1.662, 1.352], [0.422, 0.542, 0.535], [-0.430, -0.196, 0.041], [0.103, -0.291, 0.132], [-0.848, 0.241, -1.287], [0.377, 0.944, 2.726]],
  "total_charge": 1,
  "e_homo_ev": -15.752,
  "orbital_gap_ev": 9.6
}

# 6
{
  "formula": "C4H7N2",
  "method": "the ωB97M-V functional and the def2-TZVPD basis",
  "symbols": ["C", "N", "C", "C", "N", "C", "H", "H", "H", "H", "H", "H", "H"],
  "coordinates": [[2.0017, -0.2812, -0.0671], [0.5951, -0.6331, -0.1033], [-0.3855, -0.0750, 0.5638], [-1.7698, -0.2453, 0.2794], [-2.8289, -0.8779, 0.1011], [-3.0345, 0.5366, -0.1214], [2.4282, 0.0968, 0.8681], [2.4654, -1.2860, -0.2619], [2.3020, 0.4167, -0.9751], [0.4854, -1.3634, -0.7699], [-0.1897, 0.7826, 1.3230], [-3.5539, 1.1890, 0.6870], [-3.2534, 0.7951, -1.1750]],
  "forces_ev_per_angstrom": [[2.108, -0.291, -1.864], [-0.817, 2.009, 1.652], [0.981, 0.757, 0.209], [-0.991, 1.392, -1.184], [-0.096, -1.768, 1.085], [-0.145, 1.722, 0.803], [-0.726, 0.094, -0.128], [0.161, 1.161, 0.181], [-0.835, -1.340, 1.900], [-1.181, -0.603, -0.556], [0.149, -1.756, -1.321], [0.742, -1.491, -1.472], [0.651, 0.116, 0.695]],
  "smiles": "C/[NH+]=C/C1=NC1",
  "total_charge": 1,
  "e_homo_ev": [-14.612, -14.612],
  "orbital_gap_ev": [8.6, 8.6]
}

# 7
{
  "formula": "C4H7N2",
  "method": "the ωB97M-V functional and the def2-TZVPD basis",
  "symbols": ["C", "C", "C", "C", "N", "N", "H", "H", "H", "H", "H", "H", "H"],
  "coordinates": [[0.7018, -0.6744, 1.5464], [0.6692, -1.0838, 0.3123], [0.1360, 1.1394, -0.7877], [-1.4995, 0.2082, -0.4321], [-1.2510, 1.4230, -0.5465], [-0.0913, -0.2921, -0.6527], [1.1332, -1.1690, 2.3337], [1.0476, -1.9532, -0.0197], [0.5947, 1.3149, -1.7178], [0.6836, 1.8129, -0.0536], [0.3156, 0.3321, 1.6861], [-2.4133, -0.3366, -0.0635], [-0.0268, -0.7212, -1.6050]],
  "forces_ev_per_angstrom": [[-0.824, 2.266, -1.230], [-1.423, 1.591, 1.068], [1.206, 3.431, 1.264], [-1.349, -1.285, 1.555], [-0.953, 1.036, -1.076], [0.070, -2.102, -0.917], [1.057, -1.153, 1.612], [1.092, -2.884, -1.379], [0.036, 0.753, -1.504], [0.039, -1.905, -0.312], [-0.195, -0.176, 0.716], [1.196, 0.266, -0.702], [0.048, 0.162, 0.905]],
  "total_charge": 1,
  "e_homo_ev": -15.730,
  "orbital_gap_ev": 11.8
}

# 8
{
  "formula": "C4H7N2",
  "method": "the ωB97M-V functional and the def2-TZVPD basis",
  "symbols": ["C", "C", "C", "C", "N", "N", "H", "H", "H", "H", "H", "H", "H"],
  "coordinates": [[-0.3358, -0.2775, -1.1724], [-0.6118, -0.5561, -2.3801], [-0.4456, 0.1545, 0.2749], [1.0064, -0.0263, -0.3005], [1.8383, 0.9385, -0.5696], [-1.4139, -0.7376, 1.3042], [-0.9028, 1.1161, 0.4447], [1.3853, -0.9770, -0.0477], [2.6805, 0.8107, -0.9860], [1.6369, 1.8996, -0.6356], [-1.7848, -0.0130, 2.0251], [-0.9522, -1.5962, 1.4724], [-2.1006, -0.7357, 0.5709]],
  "forces_ev_per_angstrom": [[-0.832, 0.294, 2.320], [0.006, -0.178, -0.291], [0.756, -0.064, -1.609], [-3.810, -1.373, 1.195], [-0.116, 2.351, 1.130], [0.785, 4.628, -1.770], [0.534, 0.500, -0.287], [0.748, -0.932, 0.052], [2.917, -1.366, -1.270], [-1.126, 1.002, 0.163], [1.285, -2.365, -0.689], [-0.063, -1.228, 1.070], [-1.085, -1.269, -0.015]],
  "total_charge": 1,
  "e_homo_ev": [-13.844, -13.845],
  "orbital_gap_ev": [9.3, 9.3]
}

# 9
{
  "formula": "C4H7N2",
  "method": "the ωB97M-V functional and the def2-TZVPD basis",
  "symbols": ["C", "C", "C", "N", "N", "C", "H", "H", "H", "H", "H", "H", "H"],
  "coordinates": [[-1.8710, 1.4198, 0.9283], [-1.6857, 0.3329, 0.2190], [-0.1914, 0.0869, -0.3848], [0.8595, -0.9116, -0.1501], [1.1630, -2.0548, 0.2104], [2.2057, -1.2609, -0.3809], [-2.7180, 1.8747, 1.2977], [-0.8685, 2.0107, 1.1148], [-2.4941, -0.4194, -0.0194], [-0.1262, 0.1621, -1.6026], [0.3054, 1.0067, -0.1110], [2.8327, -0.7470, 0.3200], [2.5888, -1.5000, -1.4414]],
  "forces_ev_per_angstrom": [[5.018, 1.077, -0.349], [0.535, -3.140, -1.070], [-1.414, 1.710, -2.382], [-1.477, -1.838, 0.358], [-2.076, 0.688, 0.331], [2.463, 0.929, -2.188], [-1.957, 0.365, 0.655], [-2.282, -0.791, -0.148], [1.140, 1.003, 0.123], [-0.497, -0.419, 2.739], [0.490, 0.243, 0.090], [0.884, -0.185, 0.022], [-0.826, 0.358, 1.819]],
  "smiles": "C=CC[N+]1=NC1",
  "total_charge": 1,
  "e_homo_ev": -14.987,
  "orbital_gap_ev": 8.8
}

# 10
{
  "formula": "C4H7N2",
  "method": "the ωB97M-V functional and the def2-TZVPD basis",
  "symbols": ["C", "N", "N", "C", "C", "C", "H", "H", "H", "H", "H", "H", "H"],
  "coordinates": [[-1.0778, 1.3320, 0.4158], [-0.3918, 0.2603, 1.0471], [0.1089, -0.7540, 0.0936], [1.1924, -1.5190, 0.4381], [1.6298, -1.0309, -0.7154], [0.3202, -0.6775, -1.3179], [-1.7091, 0.9698, -0.3214], [-1.8662, 1.8268, 0.9568], [-0.3372, 2.0436, -0.1580], [0.2701, 0.6088, 1.7197], [1.6164, -1.9518, 1.2836], [0.2613, 0.3961, -1.6086], [-0.0171, -1.5042, -1.8334]],
  "forces_ev_per_angstrom": [[1.626, 2.182, -1.996], [-0.102, -1.616, -1.723], [-1.343, 1.065, 4.589], [0.503, -0.253, -0.988], [1.546, 0.444, -0.182], [0.654, 3.373, 0.056], [-0.986, -1.280, -1.876], [0.570, 0.454, 1.295], [-1.536, -0.765, 1.455], [0.903, -0.581, 0.060], [-0.047, -0.706, 1.540], [-0.382, -1.204, -0.795], [-1.407, -1.114, -1.436]],
  "smiles": "CN[N@+]12C=C1C2",
  "total_charge": 1,
  "e_homo_ev": -14.846,
  "orbital_gap_ev": 9.0
}

# 11
{
  "formula": "C4H7N2",
  "method": "the ωB97M-V functional and the def2-TZVPD basis",
  "symbols": ["C", "N", "C", "C", "N", "C", "H", "H", "H", "H", "H", "H", "H"],
  "coordinates": [[0.5855, 1.2036, 0.6684], [1.3315, 0.8895, -0.2793], [0.6168, -0.0518, -1.0085], [0.2736, -1.3074, -0.4062], [-0.7502, -0.2657, -0.3360], [-0.7285, 0.5770, 0.8288], [1.0201, 1.7918, 1.4788], [0.8261, -0.1024, -2.2673], [0.0692, -2.1004, -1.1345], [0.6701, -1.4390, 0.5556], [-1.5030, -0.2373, -1.0165], [-0.7200, -0.0795, 1.8115], [-1.6913, 1.1217, 1.1052]],
  "forces_ev_per_angstrom": [[1.258, 2.502, 3.202], [-0.070, -0.473, -0.775], [1.860, -0.269, -5.418], [-0.160, -1.055, -1.125], [-1.139, 0.081, -2.032], [-2.112, -1.102, 3.300], [-0.372, 0.217, -0.165], [-1.292, 0.612, 3.794], [0.006, -0.052, 0.915], [0.525, -1.031, 1.072], [-0.328, -0.272, 0.433], [0.423, 0.842, -1.886], [1.400, -0.002, -1.315]],
  "smiles": "C1=N[C@H]2C[N@H+]2C1",
  "total_charge": 1,
  "e_homo_ev": -15.803,
  "orbital_gap_ev": 12.1
}

# 12
{
  "formula": "C4H7N2",
  "method": "the ωB97M-V functional and the def2-TZVPD basis",
  "symbols": ["C", "C", "N", "C", "C", "N", "H", "H", "H", "H", "H", "H", "H"],
  "coordinates": [[2.1338, -0.7483, -0.3715], [1.6592, 0.3148, -0.0447], [0.5731, 1.1837, 0.1838], [-0.8197, 0.4751, 0.2113], [-1.2242, -0.9044, 0.3971], [-1.5204, -0.2111, -0.7877], [2.7773, -1.5237, -0.7014], [0.5798, 1.8148, -0.5822], [0.7912, 1.7398, 1.0070], [-1.3497, 1.3347, 0.6352], [-0.4521, -1.6448, 0.4736], [-2.1294, -1.1669, 1.1630], [-1.0190, -0.6638, -1.5834]],
  "forces_ev_per_angstrom": [[0.150, 1.605, 0.266], [-0.266, -1.934, -0.508], [1.328, -2.328, -0.263], [-0.739, 3.307, 1.459], [-1.870, -1.654, 4.623], [0.662, -0.591, -3.203], [0.113, -0.404, 0.009], [-0.378, 1.143, -1.125], [-0.645, 0.038, 0.570], [-0.563, -0.682, -0.011], [0.362, -0.346, -0.430], [2.209, 0.856, -1.975], [-0.362, 0.989, 0.588]],
  "smiles": "C#C[NH2+][C@@H]1CN1",
  "total_charge": 1,
  "e_homo_ev": -14.703,
  "orbital_gap_ev": 10.7
}

The evaluated energy relative to the best compared isomer or geometry (same formula, charge and spin) for the records listed, in turn: 2.2303 4.0453 3.8241 2.7996 5.6887 4.6580 4.5511 7.6376 6.5812 7.8562 3.7398 6.0942 eV.